No. 1
Below is 6 unconnected molecules or ions with the total composition C7H22O6 at a distorted geometry, with properties calculated with the ωB97M-V functional and the def2-TZVPD basis.

The LUMO energy is 0.0095 Eh. For the HOMO-LUMO gap, the calculation gives 0.3285 Eh. The calculation puts the relative energy (zero: lowest compared OMol25 entry of this formula, charge and spin) at 86.13 kJ/mol. The calculation puts the HOMO energy at -8.681 eV. The SMILES is CC/C=C/C=C(/C)O.O.O.O.O.O. The calculation puts the max |F| at 1.4 eV Å⁻¹.

Geometry (Å):
H -1.544 -2.039 3.488
H 0.582 1.049 -1.438
C -0.730 -2.260 0.957
H -0.893 -3.185 1.501
H 2.875 2.433 -1.192
H -3.200 0.463 0.283
H -3.808 1.738 0.919
H -0.950 2.289 0.591
O -1.259 0.087 1.038
H 1.413 -0.411 -2.976
C 2.253 -1.075 -2.785
H -2.727 -0.721 2.912
H 2.829 1.372 1.328
H -0.734 0.338 0.254
H 2.857 -2.792 -1.600
C -1.705 -1.090 2.975
C 1.178 -1.933 -0.630
C 1.954 -2.252 -1.888
H -0.215 -0.247 -1.465
C -0.039 -2.400 -0.331
H 1.535 2.159 1.033
C -1.126 -1.164 1.586
H 1.519 -1.080 -0.055
H -0.431 -3.159 -1.017
H -1.275 3.450 -0.411
H 2.679 -1.348 -3.741
O -0.825 3.227 0.404
O -4.016 0.882 0.574
O 1.933 2.416 -1.367
H 3.005 -0.413 -2.359
H -1.078 -0.351 3.474
O -0.328 0.707 -1.397
H 1.677 3.336 -1.328
H 1.353 -2.996 -2.394
O 2.404 2.230 1.423



No. 2
Below is a molecular structure, C3H4I2, with properties calculated with the ωB97M-V functional and the def2-TZVPD basis.

The LUMO energy (alpha / beta) is -0.0393 / -0.0146 Eh. For the HOMO-LUMO gap (alpha / beta), the calculation gives 0.3117 / 0.2758 Eh. The calculation puts the relative energy (zero: lowest compared OMol25 entry of this formula, charge and spin) at 355.00 kJ/mol. The calculation puts the HOMO energy (alpha / beta) at -9.550 / -7.902 eV. The calculation puts the max |F| at 0.6 eV Å⁻¹.

Geometry (Å):
C 1.310 -0.409 -0.989
H -1.666 0.828 0.123
H 0.546 1.506 -0.536
C 0.286 0.453 -0.556
I 3.062 0.390 -1.783
H -1.273 -0.944 -0.160
C -0.951 0.084 -0.176
I 0.961 -2.431 -1.393
H 2.304 -1.109 1.319



No. 3
Below is a molecular structure, C23H41BrErP2 at a distorted geometry, with properties calculated with the ωB97M-V functional and the def2-TZVPD basis.

As for the spin multiplicity: 4. The expectation value of S² is 3.754. The charge is +1. The LUMO energy (alpha / beta) is -0.0817 / -0.0813 Eh. For the HOMO-LUMO gap (alpha / beta), the calculation gives 0.2636 / 0.2637 Eh. The calculation puts the relative energy (zero: lowest compared OMol25 entry of this formula, charge and spin) at 0.00 kJ/mol. The calculation puts the HOMO energy (alpha / beta) at -9.397 / -9.387 eV. The calculation puts the max |F| at 2.7 eV Å⁻¹.

Geometry (Å):
H 1.068 -0.618 -0.475
C -1.316 -3.653 -0.390
H 3.698 -0.379 -1.514
C -0.311 -3.489 -1.588
C 2.236 1.191 -1.612
C 4.232 2.019 -0.150
H 0.585 -0.365 1.220
H -3.878 0.983 0.818
H -4.351 -3.237 1.705
H 1.993 -1.970 1.496
C -0.022 1.127 -2.918
C 1.795 -3.192 -0.221
H 2.427 4.578 0.917
H 4.650 1.022 -0.325
C -1.002 -1.132 -0.166
H -0.704 -2.824 3.545
C 2.931 2.178 -0.836
P -2.310 -1.955 1.908
Br 2.171 1.429 2.857
C -3.086 1.073 0.061
H -0.238 1.756 -3.796
H 3.584 4.896 -0.385
H -3.074 2.100 -0.338
C 1.144 -3.702 -1.277
H -2.299 2.544 2.177
H -1.127 -0.796 -1.200
H -2.261 -3.695 3.511
H 0.300 0.135 -3.270
H -0.848 4.173 -1.078
C 0.956 3.121 -1.590
C 2.822 -0.083 -2.104
H 2.852 -3.415 -0.044
H -2.791 0.232 2.797
H -1.088 -0.230 3.053
C 0.992 1.762 -2.039
H 0.316 5.106 -2.028
C 1.183 -2.335 0.841
C -1.274 2.452 1.782
H 0.500 -2.900 1.500
H -3.254 0.370 -0.764
C -1.895 -2.315 0.146
H -1.068 3.318 1.116
C 2.154 3.382 -0.847
C -1.485 -3.232 2.886
C 0.460 -1.066 0.337
H 4.126 2.135 0.941
H -1.067 -4.019 2.245
H 3.141 0.005 -3.158
H -0.471 -2.535 -2.109
H -4.712 -1.488 1.881
P -1.482 0.744 0.824
H 2.099 -0.907 -2.065
H 4.948 2.777 -0.499
H -2.863 -2.168 -0.361
H -0.846 -4.283 0.384
H 1.892 5.470 -0.520
H -0.656 3.817 -2.800
H -4.227 -2.477 3.301
C -1.920 -0.248 2.324
H -0.586 -4.247 -2.345
Er 0.914 1.817 0.604
H -0.545 2.418 2.622
H 1.667 -4.349 -1.989
C 2.530 4.644 -0.181
H -0.982 0.998 -2.394
C -0.107 4.101 -1.892
H -2.155 -4.264 -0.751
C -4.067 -2.309 2.223



No. 4
Below is a molecular structure, C10H21N2O8P2PtS, with properties calculated with the ωB97M-V functional and the def2-TZVPD basis.

As for the spin multiplicity: 3. The expectation value of S² is 2.004. The charge is +1. The LUMO energy (alpha / beta) is -0.1190 / -0.1574 Eh. For the HOMO-LUMO gap (alpha / beta), the calculation gives 0.3005 / 0.2727 Eh. The calculation puts the HOMO energy (alpha / beta) at -11.415 / -11.702 eV. The calculation puts the max |F| at 0.6 eV Å⁻¹.

Geometry (Å):
C 2.435 0.078 -1.669
H 3.931 1.115 -2.783
O -1.939 1.419 -0.013
H 1.697 -0.022 -2.466
H -4.565 -1.712 1.411
H -1.897 -5.384 1.262
N 0.565 -3.884 1.637
C 1.185 -4.893 4.122
O -1.103 -0.439 -1.682
H -0.623 -5.481 0.061
H -3.060 -2.631 1.273
P -2.277 0.194 0.908
H 2.781 2.183 -1.984
O 1.725 0.191 -0.401
H -3.466 -1.528 -2.916
H 1.335 -6.349 5.672
H 2.675 -5.196 5.634
C -3.225 -0.981 -0.126
S 1.997 -1.690 1.934
C 3.348 1.256 -1.872
H 2.987 -0.857 -1.590
Pt 0.425 -1.529 0.124
N 1.699 -3.723 3.653
C 1.378 -3.205 2.443
H -4.867 0.105 -0.340
C -0.874 -5.731 1.089
C 0.324 -5.567 3.314
C 1.599 -5.311 5.496
H 1.224 1.017 -0.376
C 0.038 -5.030 2.042
H 1.092 -4.695 6.242
H -0.846 -6.807 1.252
O -1.103 -0.449 1.580
O -4.195 -0.286 -0.913
H -4.326 -2.820 0.046
H -3.053 1.253 2.654
O -1.222 -2.754 -0.699
H -0.110 -6.501 3.641
H 4.038 1.363 -1.035
C -3.831 -2.109 0.707
H 2.336 -3.197 4.238
O -2.847 -2.170 -2.544
P -1.999 -1.606 -1.338
O -3.380 0.736 1.907
H -1.595 1.062 -0.872



No. 5
Below is 11 unconnected molecules or ions with the total composition C77H82F13N4O2S2 at a distorted geometry, with properties calculated with the ωB97M-V functional and the def2-TZVPD basis.

The charge is +1. The LUMO energy is -0.0997 Eh. For the HOMO-LUMO gap, the calculation gives 0.2825 Eh. The calculation puts the HOMO energy at -10.398 eV. The calculation puts the max |F| at 3.5 eV Å⁻¹.

Geometry (Å):
C -6.320 -0.440 -2.982
H 9.734 -2.314 -7.293
C 1.088 -4.422 3.677
C -5.530 -0.833 2.988
H 1.997 5.776 0.307
C 1.647 10.708 -0.395
C 2.789 -12.181 2.648
H 3.833 6.812 -3.104
C -4.355 -1.866 -1.630
H -6.883 -8.970 2.847
C 0.228 -2.293 -1.150
C -3.471 0.219 9.792
H -0.195 -0.428 -2.015
H -3.391 -5.701 1.591
H -5.642 -0.223 0.959
C -6.096 -1.777 -3.285
C 5.258 9.479 -4.625
C 2.565 -0.374 1.627
C -2.331 0.049 9.016
C 9.296 -3.798 -8.781
H 7.241 10.202 -4.258
C 5.812 3.101 -5.672
H -3.977 -0.030 -0.578
H 1.870 -3.993 3.030
F 3.649 -13.197 2.461
H 1.204 -2.521 4.762
H 1.943 11.513 0.266
C 0.903 8.636 -2.091
H -1.793 -0.531 -0.296
H 1.180 3.594 -0.008
F -5.761 1.463 -1.708
F 6.288 1.646 -3.882
C -8.302 4.292 -0.308
F -7.584 -7.225 1.073
C 0.423 -6.375 2.576
C 5.697 0.908 -7.375
C -7.950 0.417 3.363
C -2.434 0.170 7.645
H 5.014 10.230 -5.365
C -6.102 -0.848 4.238
C 5.486 2.187 -7.872
C 4.382 1.480 2.130
H -4.945 -3.535 -2.842
H 2.349 -1.399 1.965
H -7.775 -0.202 5.414
H 0.861 0.048 4.020
C -3.629 0.451 7.030
O -0.414 -7.163 2.451
C 0.788 8.507 -0.722
H 6.964 -3.463 -11.225
S 5.539 4.114 -0.836
H 2.954 -0.465 0.609
C 3.228 1.696 -2.777
H 2.456 1.302 -0.742
C -4.847 -8.327 3.159
H -4.628 -9.095 3.889
C 7.582 -3.223 -10.369
H -1.686 -3.129 4.485
H -8.902 0.910 3.510
H -1.373 -0.177 9.467
H -5.581 0.617 9.790
H -1.848 -0.793 3.912
C -3.871 -7.404 2.805
C -4.152 -6.423 1.865
H 2.014 5.093 1.916
C -10.482 4.116 0.696
C 5.974 0.723 -6.028
H 5.385 4.280 -7.409
H 0.333 -9.280 3.179
H 4.228 2.120 -2.884
H 6.061 6.752 -2.012
C -0.814 -2.704 3.983
C -5.406 -6.363 1.273
H 7.762 8.453 -2.588
C -0.863 -1.185 4.208
C 1.025 -10.097 3.030
H -9.275 5.889 0.744
C -4.767 0.604 7.805
C 4.322 8.523 -4.285
F 3.111 8.543 -4.877
H -11.294 4.559 1.258
H 1.171 -0.364 -0.840
H -5.594 -1.354 5.051
F 0.755 -2.641 -2.314
C 2.352 -9.836 2.713
H 10.026 -4.502 -8.404
N 3.072 3.301 -0.827
H -2.891 -7.450 3.260
H 2.301 2.847 1.111
C 1.391 9.823 -2.618
C 0.228 -0.350 2.173
F -9.616 0.971 -0.863
H 3.537 5.263 0.959
C -6.134 -0.211 1.920
H 2.646 2.031 -3.638
C -6.106 -8.265 2.578
H 4.419 -0.600 2.656
C 1.766 10.858 -1.771
C -8.390 2.974 -0.735
H -6.688 -2.262 -4.050
H 5.647 0.054 -8.038
F 6.531 -1.123 -10.209
C 9.134 -2.567 -8.157
C -0.780 -0.270 0.029
H -11.459 2.206 0.470
C 6.500 9.455 -4.007
H -0.446 -11.614 3.405
C -7.319 -0.210 4.432
H 8.650 -5.080 -10.376
H -7.850 0.898 1.271
F 0.308 7.352 -0.206
F 1.003 -2.832 -0.218
H 3.792 2.363 2.392
C -9.529 2.250 -0.445
C -7.359 0.413 2.105
C 6.025 1.823 -5.194
H 1.452 2.315 -1.753
C -10.579 2.801 0.263
C -4.692 0.493 9.185
H 1.147 -13.489 3.043
C 2.474 5.009 0.926
C 0.189 -0.781 -1.053
C 1.150 9.526 0.136
H 1.043 9.393 1.205
H 2.151 11.782 -2.182
H -3.406 0.134 10.868
H -5.641 -5.610 0.531
H 6.150 -0.266 -5.623
C 0.488 -3.327 4.565
F -4.331 -1.452 2.800
O 0.080 -5.109 2.936
H -7.418 4.874 -0.536
C 8.203 -1.661 -8.642
N 0.164 -0.433 3.470
H -0.777 0.815 0.142
H 1.444 1.169 2.304
H 2.696 -8.814 2.612
H 1.606 -5.134 4.334
H -5.717 0.813 7.328
S 4.985 1.505 0.400
H 8.068 -0.693 -8.175
C 4.423 3.019 -0.442
H 5.855 3.943 -4.991
H 0.232 -3.766 5.534
H -0.771 -0.997 5.291
C 5.837 7.518 -2.742
H -0.911 -2.968 2.925
C 3.244 -10.883 2.526
H 0.615 7.815 -2.735
C -5.115 -2.492 -2.607
C 8.522 -4.124 -9.887
C -5.550 0.166 -2.009
H 1.479 -6.627 2.373
H -7.086 0.130 -3.492
H -3.669 0.544 5.951
C -6.366 -7.284 1.641
N 1.280 0.410 1.645
C 4.592 7.544 -3.351
H 3.355 0.608 -2.763
H 4.283 -10.699 2.286
C 3.646 0.172 2.566
C 0.587 -11.409 3.155
H -3.591 -2.414 -1.093
C 5.546 3.283 -7.022
H -1.550 -1.047 1.741
H 1.480 9.940 -3.689
H -7.585 2.509 -1.287
H 3.245 0.341 3.577
C 1.472 -12.460 2.958
C 2.497 2.115 -1.486
C 2.222 3.618 0.330
C 6.792 8.474 -3.068
C -9.346 4.862 0.409
F -1.331 0.004 6.866
N -0.610 -0.977 1.353
F -0.967 -2.846 -1.115
H 5.274 1.551 2.760
C -4.569 -0.531 -1.334
C 7.439 -2.003 -9.740
H 5.275 2.331 -8.924